<1>
Formula: C10H16O
Source: the Open Molecules 2025 dataset
Level of theory: wB97M-V/def2-TZVPD

Computed properties:
- HOMO level (eV) = -8.51
- charge = 0

Cartesian coordinates (Å):
1 C 0.75 -0.60 -2.85
2 C -0.24 0.01 -1.90
3 C 0.21 1.15 -1.15
4 C -0.70 1.76 -0.33
5 C -1.96 1.21 -0.07
6 O -2.64 1.80 0.98
7 C -2.37 0.08 -0.72
8 C -1.51 -0.42 -1.76
9 H 0.84 -0.21 -3.86
10 H 0.67 -1.69 -2.92
11 H 1.75 -0.40 -2.43
12 H 1.23 1.51 -1.12
13 H -0.46 2.69 0.16
14 H -3.30 1.18 1.25
15 H -3.35 -0.37 -0.73
16 H -1.93 -1.28 -2.26
17 C 1.18 0.60 2.25
18 C 1.61 -0.53 1.34
19 C 0.88 -1.83 1.66
20 H 1.37 0.40 3.30
21 H 1.73 1.53 2.08
22 H 0.10 0.76 2.20
23 H 2.71 -0.50 1.36
24 H 1.32 -0.28 0.31
25 H 1.07 -2.14 2.69
26 H 1.22 -2.66 1.03
27 H -0.19 -1.75 1.51

Results of the Löwdin charge analysis, in e, for atoms 1 through 8: atom 1 (C): -0.060, atom 2 (C): -0.295, atom 3 (C): -0.050, atom 4 (C): -0.038, atom 5 (C): -0.325, atom 6 (O): 0.044, atom 7 (C): -0.016, atom 8 (C): -0.050

***

<2>
Formula: C10H16O
Source: the Open Molecules 2025 dataset
Level of theory: wB97M-V/def2-TZVPD

Computed properties:
- HOMO level (eV) = -8.34
- charge = 0

Cartesian coordinates (Å):
1 C -1.77 -2.43 -1.16
2 C -0.96 -1.77 -0.03
3 C -0.78 -0.29 -0.16
4 C 0.51 0.23 -0.33
5 C 0.62 1.42 -1.03
6 C -0.43 2.35 -0.98
7 O -0.27 3.62 -1.44
8 C -1.64 1.94 -0.47
9 C -1.86 0.59 -0.19
10 H -1.13 -2.63 -2.00
11 H -2.52 -1.76 -1.58
12 H -2.16 -3.40 -0.86
13 H -1.34 -2.12 0.94
14 H 0.00 -2.26 0.05
15 H 1.36 -0.41 -0.14
16 H 1.57 1.68 -1.49
17 H 0.63 3.93 -1.32
18 H -2.45 2.67 -0.40
19 H -2.78 0.14 0.15
20 C 3.18 -2.71 2.35
21 C 2.40 -1.43 2.54
22 H 3.47 -2.87 1.31
23 H 4.10 -2.79 2.94
24 H 2.67 -3.62 2.63
25 H 1.43 -1.56 2.04
26 H 2.82 -0.61 1.96
27 H 2.12 -1.24 3.57

Results of the Löwdin charge analysis, in e, for atoms 1 through 8: atom 1 (C): -0.091, atom 2 (C): -0.230, atom 3 (C): -0.250, atom 4 (C): -0.036, atom 5 (C): -0.016, atom 6 (C): -0.337, atom 7 (O): 0.045, atom 8 (C): -0.017

***

<3>
Formula: C10H16O
Source: the Open Molecules 2025 dataset
Level of theory: wB97M-V/def2-TZVPD

Computed properties:
- HOMO level (eV) = -8.34
- charge = 0

Cartesian coordinates (Å):
1 C 1.51 0.93 2.71
2 C 1.35 0.10 1.48
3 C 2.26 0.19 0.44
4 C 2.13 -0.64 -0.66
5 C 0.99 -1.39 -0.84
6 O 0.62 -1.94 -2.04
7 C 0.05 -1.51 0.20
8 C 0.25 -0.76 1.32
9 H 0.61 0.96 3.33
10 H 1.67 1.98 2.46
11 H 2.29 0.60 3.40
12 H 3.16 0.79 0.49
13 H 2.94 -0.69 -1.39
14 H 1.25 -1.67 -2.74
15 H -0.80 -2.09 -0.11
16 H -0.30 -0.83 2.25
17 C -2.51 2.20 0.26
18 C -3.00 1.57 -1.06
19 C -2.25 0.31 -1.39
20 H -3.14 2.99 0.64
21 H -2.35 1.43 1.03
22 H -1.49 2.58 0.13
23 H -2.74 2.30 -1.81
24 H -4.07 1.39 -0.93
25 H -2.46 -0.58 -0.77
26 H -1.16 0.42 -1.33
27 H -2.52 -0.09 -2.38

Results of the Löwdin charge analysis, in e, for atoms 1 through 8: atom 1 (C): -0.064, atom 2 (C): -0.290, atom 3 (C): -0.049, atom 4 (C): -0.037, atom 5 (C): -0.338, atom 6 (O): 0.041, atom 7 (C): -0.034, atom 8 (C): -0.049

***

<4>
Formula: C10H16O
Source: the Open Molecules 2025 dataset
Level of theory: wB97M-V/def2-TZVPD

Computed properties:
- HOMO level (eV) = -8.41
- charge = 0

Cartesian coordinates (Å):
1 C 1.28 2.01 2.49
2 C 0.56 1.86 1.17
3 C -0.56 0.98 1.07
4 C -1.34 0.82 -0.06
5 C -0.81 1.39 -1.25
6 O -1.49 0.94 -2.35
7 C 0.25 2.25 -1.26
8 C 0.92 2.40 -0.06
9 H 0.99 3.02 2.76
10 H 2.37 1.94 2.56
11 H 0.91 1.25 3.19
12 H -0.96 0.47 1.97
13 H -2.29 0.31 -0.09
14 H -1.47 1.47 -3.15
15 H 0.72 2.42 -2.23
16 H 1.67 3.20 -0.21
17 C 0.94 -2.23 0.45
18 C 0.23 -2.47 -0.86
19 C -1.35 -2.55 -0.83
20 H 0.58 -2.85 1.27
21 H 1.14 -1.19 0.74
22 H 1.96 -2.50 0.13
23 H 0.44 -1.84 -1.73
24 H 0.42 -3.47 -1.31
25 H -1.63 -3.48 -1.31
26 H -1.76 -2.52 0.20
27 H -1.71 -1.62 -1.28

Results of the Löwdin charge analysis, in e, for atoms 1 through 8: atom 1 (C): -0.054, atom 2 (C): -0.273, atom 3 (C): -0.060, atom 4 (C): -0.023, atom 5 (C): -0.327, atom 6 (O): 0.031, atom 7 (C): -0.043, atom 8 (C): -0.065

***

It is <3> that is the most stable of them.

***

<1>
Formula: C10H16O
Source: the Open Molecules 2025 dataset
Level of theory: wB97M-V/def2-TZVPD

Computed properties:
- HOMO level (eV) = -8.58
- charge = 0

Cartesian coordinates (Å):
1 C 1.33 0.26 2.10
2 C -0.07 0.45 1.63
3 C -0.46 1.69 1.20
4 C -1.82 1.93 0.74
5 C -2.68 0.85 0.67
6 O -4.04 1.24 0.40
7 C -2.18 -0.47 0.79
8 C -0.90 -0.68 1.32
9 H 1.75 -0.80 2.07
10 H 1.41 0.39 3.14
11 H 2.05 0.90 1.64
12 H 0.43 2.36 0.97
13 H -2.01 3.01 0.50
14 H -4.66 0.46 0.17
15 H -2.92 -1.33 0.57
16 H -0.56 -1.66 1.31
17 C 2.05 0.36 -1.73
18 C 1.82 -1.09 -1.44
19 C 0.46 -1.63 -1.98
20 H 3.09 0.82 -1.63
21 H 1.35 0.76 -0.91
22 H 1.60 0.56 -2.73
23 H 2.65 -1.69 -1.85
24 H 1.81 -1.32 -0.35
25 H -0.11 -1.03 -2.84
26 H 0.78 -2.52 -2.57
27 H -0.20 -1.82 -1.21

Results of the Löwdin charge analysis, in e, for atoms 1 through 8: atom 1 (C): -0.080, atom 2 (C): -0.301, atom 3 (C): -0.054, atom 4 (C): -0.008, atom 5 (C): -0.292, atom 6 (O): -0.032, atom 7 (C): -0.037, atom 8 (C): -0.040

***

<2>
Formula: C10H16O
Source: the Open Molecules 2025 dataset
Level of theory: wB97M-V/def2-TZVPD

Computed properties:
- HOMO level (eV) = -8.40
- charge = 0

Cartesian coordinates (Å):
1 C 0.72 -4.07 1.69
2 C 0.80 -2.89 0.75
3 C 1.81 -1.93 0.87
4 C 1.96 -0.94 -0.08
5 C 1.00 -0.76 -1.07
6 O 1.16 0.34 -1.86
7 C -0.06 -1.63 -1.15
8 C -0.12 -2.72 -0.26
9 H -0.27 -4.10 2.14
10 H 1.45 -3.99 2.50
11 H 0.85 -4.99 1.13
12 H 2.55 -2.05 1.64
13 H 2.85 -0.32 -0.08
14 H 0.34 0.62 -2.30
15 H -0.86 -1.60 -1.88
16 H -0.99 -3.35 -0.47
17 C -1.74 2.30 -0.99
18 C -1.42 2.85 0.40
19 C -0.54 4.11 0.29
20 H -2.11 3.11 -1.62
21 H -2.49 1.52 -0.97
22 H -0.84 1.92 -1.44
23 H -2.32 3.08 0.97
24 H -0.80 2.14 0.94
25 H 0.53 3.88 0.36
26 H -0.71 4.66 -0.63
27 H -0.74 4.81 1.11

Results of the Löwdin charge analysis, in e, for atoms 1 through 8: atom 1 (C): -0.052, atom 2 (C): -0.289, atom 3 (C): -0.046, atom 4 (C): -0.016, atom 5 (C): -0.332, atom 6 (O): 0.027, atom 7 (C): -0.026, atom 8 (C): -0.052

***

<3>
Formula: C10H16O
Source: the Open Molecules 2025 dataset
Level of theory: wB97M-V/def2-TZVPD

Computed properties:
- HOMO level (eV) = -8.27
- charge = 0

Cartesian coordinates (Å):
1 C -2.16 -0.78 -2.20
2 C -0.99 -0.84 -1.32
3 C -1.25 -1.20 0.06
4 C -0.13 -1.67 0.86
5 C 1.17 -1.68 0.30
6 O 2.11 -2.24 1.10
7 C 1.42 -0.95 -0.87
8 C 0.33 -0.67 -1.73
9 H -2.46 -1.83 -2.50
10 H -1.72 -0.24 -3.16
11 H -2.98 -0.13 -1.99
12 H -2.26 -1.12 0.32
13 H -0.23 -2.05 1.88
14 H 3.10 -2.00 0.85
15 H 2.46 -0.59 -1.13
16 H 0.67 -0.11 -2.64
17 C -1.18 1.98 1.13
18 C 0.25 2.49 1.44
19 C 0.49 3.87 0.82
20 H -1.73 2.71 0.63
21 H -1.75 1.55 2.08
22 H -1.05 1.17 0.39
23 H 0.54 2.58 2.56
24 H 1.00 1.86 1.05
25 H 0.69 3.72 -0.27
26 H -0.28 4.62 0.88
27 H 1.34 4.44 1.28

Results of the Löwdin charge analysis, in e, for atoms 1 through 8: atom 1 (C): -0.083, atom 2 (C): -0.346, atom 3 (C): -0.028, atom 4 (C): 0.009, atom 5 (C): -0.366, atom 6 (O): 0.002, atom 7 (C): -0.040, atom 8 (C): -0.063

***

It is <2> that is the most stable of them.

***

<1>
Formula: C10H16O
Source: the Open Molecules 2025 dataset
Level of theory: wB97M-V/def2-TZVPD

Computed properties:
- HOMO level (eV) = -8.33
- charge = 0

Cartesian coordinates (Å):
1 C -0.59 -0.91 3.45
2 C -1.08 -1.09 2.05
3 C -1.75 -0.04 1.40
4 C -1.81 -0.06 0.02
5 C -1.40 -1.25 -0.59
6 O -1.39 -1.17 -1.96
7 C -1.00 -2.40 0.07
8 C -0.52 -2.16 1.38
9 H -0.87 -1.81 4.03
10 H -0.84 0.03 3.91
11 H 0.52 -0.96 3.53
12 H -2.14 0.79 1.94
13 H -2.11 0.77 -0.66
14 H -1.67 -1.96 -2.43
15 H -0.72 -3.29 -0.43
16 H 0.24 -2.79 1.89
17 C 1.15 2.45 -2.54
18 C 1.15 1.07 -1.73
19 C 2.12 1.40 -0.57
20 H 1.92 2.43 -3.30
21 H 1.28 3.18 -1.73
22 H 0.33 2.52 -3.29
23 H 0.26 0.57 -1.37
24 H 1.78 0.31 -2.33
25 H 1.50 1.83 0.26
26 H 2.65 0.50 -0.21
27 H 2.98 2.02 -0.80

Results of the Löwdin charge analysis, in e, for atoms 1 through 8: atom 1 (C): -0.074, atom 2 (C): -0.304, atom 3 (C): -0.031, atom 4 (C): -0.027, atom 5 (C): -0.352, atom 6 (O): 0.014, atom 7 (C): -0.002, atom 8 (C): -0.043

***

<2>
Formula: C10H16O
Source: the Open Molecules 2025 dataset
Level of theory: wB97M-V/def2-TZVPD

Computed properties:
- HOMO level (eV) = -8.29
- charge = 0

Cartesian coordinates (Å):
1 C 0.76 -2.26 -1.92
2 C 1.15 -0.88 -1.53
3 C 2.03 -0.59 -0.48
4 C 2.47 0.73 -0.34
5 C 1.84 1.80 -0.97
6 O 2.31 3.04 -0.69
7 C 0.77 1.53 -1.84
8 C 0.41 0.19 -1.99
9 H 1.43 -3.03 -1.51
10 H 0.59 -2.61 -2.94
11 H -0.23 -2.60 -1.53
12 H 2.51 -1.33 0.19
13 H 3.17 1.13 0.37
14 H 1.94 3.84 -1.06
15 H 0.09 2.29 -2.16
16 H -0.54 0.04 -2.51
17 C -0.87 -0.95 1.85
18 C -1.69 0.25 2.38
19 C -3.00 0.48 1.72
20 H -0.96 -1.93 2.37
21 H 0.13 -0.67 1.60
22 H -1.34 -1.29 0.91
23 H -1.90 0.32 3.46
24 H -0.96 1.05 2.11
25 H -2.95 0.10 0.69
26 H -3.79 -0.13 2.20
27 H -3.35 1.50 1.63

Results of the Löwdin charge analysis, in e, for atoms 1 through 8: atom 1 (C): -0.073, atom 2 (C): -0.294, atom 3 (C): -0.046, atom 4 (C): -0.023, atom 5 (C): -0.330, atom 6 (O): 0.054, atom 7 (C): -0.020, atom 8 (C): -0.063

***

<3>
Formula: C10H16O
Source: the Open Molecules 2025 dataset
Level of theory: wB97M-V/def2-TZVPD

Computed properties:
- HOMO level (eV) = -8.40
- charge = 0

Cartesian coordinates (Å):
1 C -0.98 0.95 -3.53
2 C -0.58 -0.25 -2.64
3 C -0.96 -0.25 -1.17
4 C -0.85 -1.42 -0.45
5 C -1.09 -1.46 0.93
6 C -1.56 -0.32 1.56
7 O -1.86 -0.26 2.90
8 C -1.68 0.87 0.86
9 C -1.39 0.89 -0.48
10 H -1.94 0.74 -4.00
11 H -0.18 1.16 -4.24
12 H -1.16 1.86 -2.96
13 H -1.01 -1.14 -3.11
14 H 0.50 -0.37 -2.70
15 H -0.48 -2.34 -0.90
16 H -0.91 -2.39 1.45
17 H -1.95 -1.15 3.28
18 H -2.05 1.74 1.39
19 H -1.46 1.79 -1.08
20 C 2.93 0.20 2.61
21 C 2.50 0.15 1.12
22 H 3.55 1.06 2.83
23 H 2.05 0.33 3.23
24 H 3.50 -0.70 2.85
25 H 2.70 1.06 0.58
26 H 1.42 -0.04 1.05
27 H 2.94 -0.70 0.61

Results of the Löwdin charge analysis, in e, for atoms 1 through 8: atom 1 (C): -0.095, atom 2 (C): -0.202, atom 3 (C): -0.237, atom 4 (C): -0.054, atom 5 (C): -0.037, atom 6 (C): -0.335, atom 7 (O): 0.037, atom 8 (C): -0.014

***

<4>
Formula: C10H16O
Source: the Open Molecules 2025 dataset
Level of theory: wB97M-V/def2-TZVPD

Computed properties:
- HOMO level (eV) = -8.61
- charge = 0

Cartesian coordinates (Å):
1 C -2.76 1.04 1.22
2 C -1.91 0.28 2.21
3 C -0.61 -0.28 1.64
4 C 0.31 0.55 1.01
5 C 1.64 0.16 0.88
6 C 2.07 -1.05 1.41
7 O 3.41 -1.35 1.48
8 C 1.12 -1.94 1.90
9 C -0.21 -1.56 2.02
10 H -3.08 0.38 0.41
11 H -2.15 1.81 0.75
12 H -3.65 1.56 1.60
13 H -1.62 0.93 3.02
14 H -2.42 -0.50 2.78
15 H 0.06 1.58 0.81
16 H 2.34 0.85 0.45
17 H 3.81 -1.22 0.61
18 H 1.33 -2.99 2.00
19 H -0.90 -2.28 2.41
20 C 1.15 0.42 -3.78
21 C -0.31 0.61 -3.39
22 H 1.37 -0.64 -3.68
23 H 1.83 0.93 -3.11
24 H 1.34 0.65 -4.82
25 H -0.45 0.08 -2.45
26 H -1.05 0.31 -4.14
27 H -0.65 1.65 -3.23

Results of the Löwdin charge analysis, in e, for atoms 1 through 8: atom 1 (C): -0.100, atom 2 (C): -0.218, atom 3 (C): -0.240, atom 4 (C): -0.041, atom 5 (C): -0.020, atom 6 (C): -0.330, atom 7 (O): 0.031, atom 8 (C): -0.014

***

It is <3> that is the most stable of them.